[1]
Formula: C18H33BN3O6
Source: OMol25
Level of theory: wB97M-V/def2-TZVPD

Highest occupied orbital energy (eV): -12.23
Kohn-Sham gap (eV): 7.61
Charge: +1
E (eV): -36611.94228
Max |F| (eV/Å): 9.4

Structure (XYZ):
```
61
Properties=species:S:1:pos:R:3:forces:R:3
C -4.528380 -1.105907 2.297254 -0.32 -0.90 0.24
C -3.553124 -0.117427 3.168874 -1.16 -0.36 0.87
O -2.913307 0.963778 2.403253 3.68 -1.90 0.29
B -1.434059 0.707821 2.283101 -1.08 1.43 1.29
O -0.463166 1.123549 3.338031 -1.67 -0.05 -3.55
C -0.970020 -0.086559 0.902544 1.26 -2.69 -3.96
C -1.430768 -1.654263 0.762213 2.38 1.69 -3.95
C -1.034758 -2.484356 -0.625559 0.05 3.16 2.02
N -0.248943 -1.846695 -1.789824 -0.36 2.61 4.05
C 0.063238 -2.603123 -3.061943 -0.41 -1.51 -2.45
C 0.095493 -4.238579 -2.905831 0.08 -0.23 -0.20
C -1.077446 -2.255149 -4.233838 -0.56 0.35 -0.38
C -2.516635 -1.768664 -3.617431 -0.47 -0.03 -0.09
C 0.214779 -0.379109 -1.676666 -1.30 0.53 2.39
C 1.056831 0.402481 -2.877941 -0.41 0.38 0.52
C 2.644141 0.607172 -2.466422 0.73 0.13 -0.12
C 3.406951 -0.767520 -2.002028 -0.07 -0.33 -0.23
N 3.716514 -0.818482 -0.491344 0.89 0.30 -1.43
C -0.119452 0.566226 -0.337956 -1.52 -3.63 0.29
C 0.343931 2.140619 -0.184855 0.50 -0.05 -0.28
O -0.865897 3.028481 -0.201782 2.64 1.35 0.92
C -0.440752 4.443035 -0.060386 -1.37 4.33 -5.50
C 0.324811 5.012821 1.292773 -0.71 -1.05 0.33
O -0.725529 5.246955 -1.116818 1.89 -5.55 7.32
H -4.312527 -2.228961 2.635673 -0.48 2.36 -0.70
H -4.372068 -1.066381 1.137866 -0.18 0.20 2.26
H -5.678442 -0.920227 2.536587 2.61 -0.22 -0.59
H -4.253385 0.417455 3.973019 1.86 -1.29 -1.56
H -2.710288 -0.750442 3.689907 -1.79 1.11 -0.67
H 0.334452 1.574109 2.931258 -1.11 -1.08 0.69
H -2.049071 -2.188093 1.614936 1.47 1.11 -2.15
H -1.425254 -3.609612 -0.654333 1.28 2.82 -0.46
H 1.100507 -2.301168 -3.561899 -2.18 -0.39 1.78
H 0.221249 -4.671947 -4.006706 -0.15 1.02 2.48
H 0.991511 -4.615677 -2.246744 -1.77 0.84 -1.25
H -0.905050 -4.700987 -2.489245 1.95 1.10 -0.85
H -1.285088 -3.222443 -4.890484 0.62 2.03 1.53
H -0.636776 -1.445211 -4.979452 -0.98 -1.59 1.67
H -2.992343 -2.654447 -3.012699 0.87 1.67 -1.14
H -2.448902 -0.848837 -2.891725 0.07 -1.75 -1.45
H -3.294449 -1.466104 -4.466271 1.89 -0.78 1.73
H 0.912758 -0.094091 -3.939277 0.42 0.80 2.42
H 0.583260 1.493547 -2.976552 0.81 -2.50 0.33
H 3.178302 1.085759 -3.415643 -1.19 -1.13 2.01
H 2.806199 1.392841 -1.591255 -0.71 -1.60 -1.83
H 4.400079 -0.939859 -2.612653 -2.12 0.46 0.93
H 2.677188 -1.660297 -2.200055 1.48 1.52 0.21
H 4.531740 -1.494127 -0.389223 -1.38 1.34 0.05
H 4.040659 0.128865 -0.171357 -0.16 -1.36 -0.52
H 1.025628 2.532087 -1.057671 -1.28 -1.23 1.60
H 0.978112 2.286221 0.814204 -1.48 -0.49 -1.98
H 0.108314 6.150624 1.510213 0.30 -2.45 -0.97
H -0.097436 4.388825 2.214064 1.03 1.29 -1.95
H 1.481896 4.846887 1.206362 -2.27 0.27 0.06
C 2.060011 1.279249 5.924621 -0.32 0.09 0.19
N 3.074088 1.773228 4.954400 0.93 0.07 -0.55
O 2.820597 2.826110 4.357661 0.43 -1.33 0.45
O 4.095845 1.090045 4.819411 -1.58 1.23 0.04
H 1.218407 1.974930 5.941024 0.28 -0.12 -0.09
H 1.737271 0.291303 5.589699 0.18 0.14 0.12
H 2.538551 1.229719 6.904919 -0.02 -0.11 -0.23
```
Forces are in eV/Å.

[2]
Formula: C18H33Cl2N6
Source: OMol25
Level of theory: wB97M-V/def2-TZVPD

Highest occupied orbital energy (alpha / beta) (eV): -5.19 / -5.19
<S²>: 0.758
Kohn-Sham gap (alpha / beta) (eV): 3.15 / 3.15
2S+1: 2
E (eV): -53178.26009
Max |F| (eV/Å): 4.9

Structure (XYZ):
```
59
Properties=species:S:1:pos:R:3:forces:R:3
C -18.963180 -5.479820 -3.392450 -1.18 0.67 -1.62
C -17.618760 -6.118450 -3.866420 -0.07 1.33 2.38
N -16.483350 -5.290000 -3.449580 -0.30 1.51 -1.68
C -15.661000 -5.391160 -2.401080 1.46 -0.32 0.60
C -14.724690 -4.361630 -2.375190 -1.88 -0.99 0.28
N -15.094120 -3.451120 -3.410870 0.43 -2.46 0.88
C -16.033820 -4.165960 -4.163170 -0.58 0.46 -1.69
C -14.583220 -2.153430 -3.656680 0.01 0.93 -0.19
H -19.305030 -5.513370 -2.357990 0.80 -0.53 0.13
H -19.820640 -5.786410 -3.991510 -0.03 -1.30 0.00
H -19.156220 -4.447290 -3.683510 1.29 0.62 0.16
H -17.525220 -6.303970 -4.936440 -0.33 -0.05 0.03
H -17.520420 -7.015970 -3.255780 0.09 -0.45 -0.50
H -15.768560 -6.338260 -1.893310 0.49 0.31 0.84
H -14.086810 -4.203160 -1.518230 0.25 0.46 -0.45
H -16.550490 -3.756440 -5.018590 -0.08 0.09 0.34
H -15.145120 -1.464130 -3.026420 0.29 0.53 -0.03
H -14.658850 -1.816830 -4.690650 -0.68 -0.40 -0.18
H -13.508810 -2.024320 -3.526010 0.04 -0.46 0.71
C -14.033750 -9.356880 -1.024360 1.15 0.67 0.79
C -12.536770 -9.064650 -1.416000 -1.66 -1.24 -0.72
N -11.650080 -10.084650 -0.814550 1.55 -0.28 0.55
C -11.112140 -11.222790 -1.474580 -2.56 1.82 -1.24
C -10.289240 -11.891250 -0.674070 0.47 0.65 -0.45
N -10.219050 -11.161840 0.471950 -2.53 1.62 0.70
C -11.073040 -10.072280 0.420060 1.18 -1.92 -1.80
C -9.581430 -11.619130 1.668330 1.90 0.44 1.08
H -14.188970 -10.402830 -0.759820 0.21 -0.06 -0.22
H -14.697540 -9.086620 -1.845600 -0.06 0.24 0.27
H -14.232500 -8.810540 -0.102340 -0.55 0.12 -0.18
H -12.223200 -8.024330 -1.329390 0.15 -0.24 0.86
H -12.602100 -9.166770 -2.499240 0.99 -0.56 -0.07
H -11.514120 -11.427890 -2.455780 0.49 -0.03 -0.03
H -9.665900 -12.711450 -0.998290 0.35 -0.62 0.93
H -11.174940 -9.301500 1.169660 0.04 -0.23 0.02
H -10.191320 -12.203650 2.357150 -0.24 -0.19 -0.58
H -9.214160 -10.746440 2.208350 0.12 -0.02 0.03
H -8.676540 -12.131950 1.342310 0.09 -0.37 0.40
C -14.473860 -10.025540 -4.880680 -0.91 1.14 -0.29
C -15.230600 -11.148060 -4.202160 0.68 -1.61 -1.35
N -14.363200 -12.341960 -3.983950 -0.64 -0.45 3.13
C -13.935080 -13.229360 -4.978960 1.02 2.02 0.85
C -12.952330 -13.956680 -4.399760 0.02 -0.68 1.66
N -12.925290 -13.667100 -3.030230 -1.91 0.55 -1.03
C -13.896500 -12.721330 -2.734240 2.32 -1.31 -4.17
C -12.239960 -14.470540 -2.031290 -1.22 0.18 1.61
H -13.498290 -9.679590 -4.539100 0.03 -0.64 0.24
H -15.122320 -9.157470 -4.762070 -0.02 0.27 -0.03
H -14.477290 -10.175250 -5.960340 0.47 -0.15 0.06
H -15.860940 -11.594570 -4.971180 -0.87 0.69 0.24
H -15.813380 -10.872020 -3.323370 0.35 -0.28 0.05
H -14.135010 -13.007480 -6.016840 -0.19 -0.29 0.11
H -12.305110 -14.757060 -4.726710 -0.12 0.19 -0.34
H -14.105560 -12.346800 -1.743070 -0.10 0.17 -0.31
H -11.208590 -14.769980 -2.217610 -0.01 0.39 -0.13
H -12.869620 -15.319630 -1.765450 0.23 -0.42 -0.54
H -12.395640 -13.851810 -1.147520 1.09 -0.12 0.33
Cl -8.281340 -15.098200 -0.155930 -0.84 0.39 -0.42
Cl -5.980600 -11.137070 2.168500 -0.46 0.22 -0.05
```
Forces are in eV/Å.

[3]
Formula: C18H33IN3O4
Source: OMol25
Level of theory: wB97M-V/def2-TZVPD

Highest occupied orbital energy (eV): -11.30
Kohn-Sham gap (eV): 6.14
Charge: +1
E (eV): -39949.05071
Max |F| (eV/Å): 5.6

Structure (XYZ):
```
59
Properties=species:S:1:pos:R:3:forces:R:3
C -6.998255 -4.182905 1.668289 -0.78 0.20 -1.43
N -5.789128 -4.840767 2.254251 0.61 0.86 0.62
C -6.086655 -5.599925 3.507584 0.07 -0.76 0.40
C -4.701405 -3.873386 2.492013 -0.81 2.24 1.80
O -4.862684 -2.856825 3.208239 1.04 -3.15 -2.45
C -3.309586 -4.154420 1.758741 0.01 0.12 -1.07
C -2.440967 -2.857495 1.466538 1.87 2.38 -1.56
C -2.028701 -2.527406 -0.016038 1.22 2.60 4.79
C -1.132514 -1.234465 -0.154934 -1.53 -1.99 1.22
N -0.730552 -0.412504 0.915599 -1.59 -3.04 -2.56
N -1.108132 -0.777025 2.128710 -1.92 -1.50 2.21
C -0.614081 0.128145 3.246797 1.05 0.29 0.13
C -1.802110 0.770312 4.102281 -2.86 1.77 -0.91
O -2.773467 1.396437 3.652041 4.12 -2.73 1.14
I -1.652575 0.546509 6.289640 0.16 -0.01 -1.21
C -1.911453 -1.870064 2.568385 -0.22 -1.41 -4.60
H -7.979385 -4.606133 2.092351 1.69 0.60 -0.45
H -6.990190 -4.431185 0.539333 -0.18 0.47 1.73
H -7.015337 -3.045069 1.763425 0.07 -1.55 0.16
H -6.880290 -6.397292 3.254483 1.39 1.23 0.40
H -6.489042 -4.948961 4.367248 0.70 -0.84 -1.24
H -5.105545 -6.127087 3.810400 -1.69 0.73 -0.21
H -3.566339 -4.610727 0.727624 0.38 0.68 1.69
H -2.680271 -4.951608 2.290145 -0.98 1.20 -0.48
H -2.337657 -3.177543 -0.893688 0.50 1.06 1.28
H -0.798441 -0.973215 -1.224788 -0.39 -0.04 2.16
H 0.112195 -0.518327 3.850534 -1.31 1.07 -0.50
H 0.008405 0.989194 2.799502 -1.15 -1.36 0.42
H -2.156215 -2.092751 3.655114 0.57 0.85 -1.49
C -0.601856 2.967072 -0.325677 -0.07 -0.01 -0.17
C 0.444149 3.458974 0.658604 0.16 0.00 -0.18
O 1.746762 2.948715 0.406458 -0.13 -0.17 0.27
C 2.313960 3.267423 -0.859610 0.25 0.07 -0.09
C 2.467730 4.758699 -1.098623 -0.13 0.13 0.10
H -0.642615 1.874572 -0.324749 0.01 0.09 0.05
H -1.588047 3.355945 -0.058673 0.07 -0.03 0.00
H -0.383104 3.284197 -1.346816 -0.05 0.08 0.06
H 0.169733 3.122982 1.663105 0.18 0.00 0.01
H 0.467670 4.553342 0.696871 -0.08 -0.03 -0.05
H 1.738665 2.794611 -1.661796 -0.05 0.06 -0.04
H 3.305238 2.805041 -0.880204 -0.20 -0.08 0.14
H 1.504028 5.273181 -1.100926 0.04 0.00 -0.11
H 2.946507 4.942317 -2.063773 -0.02 -0.05 0.09
H 3.077556 5.211829 -0.312041 -0.01 -0.07 -0.09
C 5.374401 3.267678 -4.562033 -0.09 -0.05 -0.10
C 5.880291 2.580038 -3.306327 0.02 0.02 -0.07
O 5.008944 1.563117 -2.823792 -0.13 0.02 0.19
C 4.754174 0.480470 -3.708651 0.05 -0.04 0.01
C 6.002167 -0.286591 -4.107448 0.17 0.04 -0.01
H 4.385656 3.701814 -4.388751 0.09 0.01 0.01
H 6.059967 4.064295 -4.861643 -0.06 -0.06 0.05
H 5.283182 2.572970 -5.399065 0.09 0.05 -0.01
H 5.962702 3.321020 -2.506829 -0.11 -0.20 0.07
H 6.887314 2.175307 -3.455157 -0.04 0.01 -0.08
H 4.207286 0.832040 -4.589169 0.06 0.01 -0.08
H 4.078646 -0.198842 -3.179068 0.05 0.22 0.11
H 6.709957 0.341644 -4.652299 -0.07 -0.06 -0.06
H 5.741333 -1.130950 -4.750646 0.00 0.06 0.06
H 6.517982 -0.666419 -3.221093 -0.08 0.01 -0.07
```
Forces are in eV/Å.

[4]
Formula: C18H34BBr2ClF9ILi2N2O10P3S
Source: OMol25
Level of theory: wB97M-V/def2-TZVPD

Highest occupied orbital energy (eV): -7.19
Kohn-Sham gap (eV): 2.49
Charge: +1
E (eV): -267623.23311
Max |F| (eV/Å): 3.0

Structure (XYZ):
```
84
Properties=species:S:1:pos:R:3:forces:R:3
C -1.489843 -1.218230 4.473351 -0.84 -0.42 0.66
C -2.774979 -1.677122 3.686737 0.10 0.54 -0.59
C -2.928561 -0.997267 2.264471 -1.45 -1.08 0.74
N -1.694801 -1.031496 1.465414 2.59 0.09 -1.52
C -0.853496 0.063021 1.210871 2.15 0.91 -1.27
P -0.919870 1.808306 1.771330 -0.91 1.43 1.46
O -2.017257 2.042851 2.771482 0.53 -0.59 -1.09
O 0.496620 2.246333 2.450706 -1.38 -1.27 -1.12
O -1.128681 2.745304 0.438553 0.51 -1.32 1.96
C 0.244456 -0.323991 0.379153 -1.73 0.60 1.56
C 1.402460 0.540612 -0.148771 -1.68 -0.85 0.14
C 0.841755 1.359704 -1.389374 0.21 -0.70 -0.59
C 1.765007 1.193215 -2.652291 -0.35 -0.25 0.29
I 2.270713 3.163492 -3.439541 -0.06 -0.74 0.17
N 0.017304 -1.696137 0.151518 -0.13 1.29 0.72
P 1.153942 -2.567905 -0.873697 0.25 -0.70 -1.50
S 0.373830 -3.938857 -1.995212 0.08 -0.05 0.50
C -1.117957 -2.091554 0.820582 -0.89 0.01 0.60
B -1.730161 -3.577784 0.874592 -0.12 -1.75 -0.30
O -1.683475 -4.362068 2.045731 -0.69 1.65 -0.97
O -2.309919 -4.130889 -0.259139 0.74 0.76 0.70
H -0.980664 -0.328272 4.039305 -0.32 -0.80 0.15
H -1.827618 -0.911565 5.496615 0.48 -0.24 -0.81
H -0.817319 -2.096153 4.606416 -0.18 0.89 -0.24
H -3.692637 -1.407731 4.263369 0.65 -0.17 -0.53
H -2.811864 -2.781018 3.516634 0.27 0.94 0.40
H -3.345107 0.034574 2.347782 0.99 -0.66 -0.20
H -3.699961 -1.598802 1.716662 0.67 0.55 0.21
H 0.903246 1.523570 2.959988 0.03 0.35 -0.10
H -1.206315 3.640481 0.827731 0.25 0.10 -0.47
H 2.360897 -0.075170 -0.389401 -1.40 1.06 0.51
H 1.689468 1.233573 0.677599 -0.01 -0.58 -0.82
H 0.704895 2.431604 -1.138669 0.15 -0.89 0.01
H -0.155595 0.917956 -1.655329 0.63 0.64 0.14
H 2.692808 0.653354 -2.361412 -0.46 0.80 -0.26
H 1.256102 0.645870 -3.484671 0.37 0.58 0.67
H 1.701796 -1.569744 -1.736675 -0.30 -0.06 1.02
H 2.225629 -3.005799 -0.043848 -0.56 0.54 0.07
H -2.565717 -4.778040 2.066839 0.66 -0.50 0.08
H -1.860583 -4.953245 -0.523791 -0.48 0.21 0.12
F 2.160329 5.159149 2.448048 -1.22 1.25 -0.12
P 3.115028 4.466073 1.310473 1.21 -0.22 -0.35
F 4.563556 5.051854 0.841624 1.25 -0.08 0.89
F 3.847830 4.057299 2.711572 0.72 -1.13 0.34
F 2.715561 5.740994 0.369043 -1.55 0.17 -0.74
F 1.732097 3.774654 0.743838 -1.70 0.34 0.26
F 3.633458 3.029862 0.749584 0.60 1.42 0.15
Cl 4.071295 0.807574 -0.115918 1.00 -1.49 0.30
C 8.998708 -2.025698 -4.035861 -0.22 -0.18 0.23
C 7.669297 -1.931080 -4.771368 0.57 0.51 -0.03
O 6.705282 -1.251617 -3.996486 -0.22 -0.50 0.00
C 6.809653 0.100244 -4.001950 0.22 0.19 -0.53
O 7.644015 0.700230 -4.605577 -0.01 -0.12 0.09
C 5.694491 0.725357 -3.165659 -1.33 0.92 1.87
F 5.558455 0.114270 -1.988984 1.28 -0.62 -1.68
F 4.507269 0.643060 -3.799625 0.54 -0.44 -0.54
F 5.915314 2.012176 -2.920026 0.51 -0.37 -0.56
H 8.860680 -2.483027 -3.053144 -0.01 -0.04 -0.05
H 9.726349 -2.621760 -4.608893 0.27 0.13 -0.03
H 9.426733 -1.038198 -3.869858 0.10 -0.08 -0.23
H 7.271599 -2.940977 -4.942000 -0.71 -0.06 0.09
H 7.783762 -1.457141 -5.750235 0.00 0.08 0.07
C -6.960130 -1.593288 -1.776451 0.07 0.32 -0.15
O -7.625636 -2.685000 -1.142508 0.01 -0.10 0.07
C -6.935265 -3.830097 -1.157823 -0.22 0.01 0.04
O -5.847739 -3.991890 -1.643989 0.01 0.01 0.05
O -7.666081 -4.762067 -0.538045 0.02 0.14 -0.01
C -7.048187 -6.047019 -0.479463 0.05 -0.37 0.04
H -7.611621 -0.724652 -1.702406 -0.13 -0.20 0.11
H -6.020823 -1.368052 -1.270061 0.03 -0.12 -0.12
H -6.785857 -1.808175 -2.830802 0.13 -0.05 0.10
H -6.112527 -5.999339 0.078740 0.03 0.04 -0.16
H -6.877407 -6.438250 -1.482525 0.13 0.10 0.05
H -7.730142 -6.715448 0.042348 -0.12 0.23 -0.01
Li 8.576822 -4.260769 -5.367556 0.08 0.20 0.16
Br -1.305720 5.779899 2.307567 0.06 -0.14 0.12
C -3.134098 5.298665 2.740201 0.30 -0.02 -0.48
C -3.775150 6.354134 3.601794 -0.23 0.09 0.23
Br -3.162143 6.240024 5.453245 -0.33 0.42 0.01
H -3.104881 4.315710 3.210767 -0.05 0.06 0.03
H -3.647161 5.221581 1.781688 -0.13 0.04 0.12
H -4.862291 6.200400 3.650792 -0.05 -0.36 -0.20
H -3.566022 7.370945 3.259611 0.24 -0.11 -0.16
Li -5.428465 7.910663 4.673781 0.47 -0.22 0.26
```
Forces are in eV/Å.